Below is a single C6H16NPS3 molecule, with properties calculated with wB97M-V/def2-TZVPD.

XYZ file:
```
27
Properties=species:S:1:pos:R:3:forces:R:3:nbo_charge:R:1
C -3.1887 -2.1164 -0.1375 -2.478 0.376 -3.587 -0.59
C 4.2676 -0.8798 0.7254 -0.731 -0.728 -2.906 -0.60
C -2.2829 -0.9675 -0.0336 -0.492 1.598 0.801 -0.44
C 3.2839 -0.5363 -0.4394 1.372 2.219 0.519 -0.40
C -3.0409 0.3821 -0.3239 1.943 -0.570 0.245 -0.21
C 2.3002 0.5463 0.0314 0.976 2.774 0.968 -0.55
N -2.0160 1.4049 -0.7564 -0.743 -1.085 4.467 -0.98
P -0.5629 1.6234 0.0605 -0.686 -1.563 -3.812 0.91
S -0.5069 1.2607 1.9171 -0.586 -0.552 3.350 -0.23
S -0.0938 3.6729 -0.0796 0.114 3.963 1.052 -0.24
S 0.9322 0.6664 -1.1633 0.061 -0.945 -0.248 -0.15
H -4.0949 -2.0807 0.4311 -0.668 0.666 0.491 0.21
H -3.5611 -2.2921 -1.2619 0.906 0.312 2.300 0.19
H -2.7594 -2.9687 0.2010 1.602 -2.865 0.659 0.21
H 3.6874 -0.9383 1.6138 0.049 -0.275 0.989 0.21
H 4.7828 -1.8048 0.4140 -0.188 0.212 0.716 0.21
H 4.9723 -0.0974 0.6854 1.001 0.911 0.762 0.20
H -1.4802 -1.0074 -0.7216 0.710 -0.354 -1.070 0.22
H -1.7390 -0.9951 0.9333 -0.621 0.404 -0.117 0.21
H 2.6193 -1.3287 -0.6033 -0.396 -1.626 -0.947 0.20
H 3.8996 -0.1720 -1.3623 -1.456 -0.957 1.419 0.21
H -3.6222 0.2011 -1.2769 -0.198 0.357 1.629 0.21
H -3.5286 0.6994 0.6568 -0.059 -0.142 -1.819 0.21
H 2.0647 0.5356 1.1261 -0.698 -1.258 -0.921 0.23
H 2.7150 1.5962 0.1394 0.276 -0.973 -0.979 0.21
H -2.0392 1.5546 -1.6966 0.322 0.725 -2.950 0.40
H -1.0083 4.0416 0.9210 0.670 -0.624 -1.012 0.15
```
Positions in Å, forces in eV/Å.

Values from the calculation:
Expectation value of S²: 2.01
Multiplicity: 3
Gap between HOMO and LUMO (alpha / beta) in eV: 4.576 / 5.474
LUMO (alpha / beta) in Ha: 0.0211 / -0.1212
DFT total energy in eV: -49761.65879
HOMO energy (alpha / beta) in hartree: -0.1471 / -0.3223
Net charge: 0

=====

Below is 2 unconnected molecules or ions with the total composition C6H16NS, with properties calculated with wB97M-V/def2-TZVPD.

XYZ file:
```
24
Properties=species:S:1:pos:R:3:forces:R:3:nbo_charge:R:1
C 1.8823 -0.8827 0.5453 0.235 -0.192 0.293 -0.48
C -3.9167 -1.3293 0.4931 0.025 0.198 -0.129 -0.71
C 0.4596 -0.0137 -1.4178 -0.251 0.067 -0.392 -0.74
C 3.4099 -0.8908 0.1813 -0.997 0.664 -0.237 -0.58
C -0.1252 2.3180 0.1877 -0.662 0.631 -0.450 -0.45
C 0.9832 0.1660 -0.0613 1.187 -0.214 0.276 0.52
N 0.7096 1.2285 0.6216 0.319 -0.541 0.320 -0.43
S -2.8538 -0.0143 -0.1660 0.017 -0.160 0.251 -0.11
H 3.8551 0.0801 0.4006 0.074 -0.085 0.018 0.22
H 1.4847 -1.8546 0.2462 -0.136 0.034 0.096 0.25
H -4.7655 -0.8836 1.0034 0.006 -0.113 0.043 0.23
H -4.2398 -1.9676 -0.3226 -0.046 -0.101 0.090 0.23
H 0.6101 0.8753 -2.0301 0.069 0.066 -0.021 0.26
H 0.8980 -0.8753 -1.9119 0.040 -0.004 0.057 0.26
H -0.6288 -0.1519 -1.3550 0.092 -0.083 -0.018 0.30
H 3.5560 -1.1132 -0.8721 0.071 -0.033 -0.050 0.22
H 1.8192 -0.8112 1.6331 -0.126 -0.026 0.011 0.23
H 3.8918 -1.6542 0.7832 -0.004 -0.035 0.003 0.24
H -0.0601 3.1324 0.9041 0.034 -0.066 -0.015 0.24
H 0.1868 2.6790 -0.7928 0.087 0.001 0.092 0.23
H -1.1655 1.9878 0.1122 0.147 0.050 0.116 0.25
H 1.0812 1.3030 1.5650 0.026 -0.162 -0.174 0.43
H -3.3111 -1.8926 1.1970 -0.052 -0.052 0.019 0.23
H -3.7610 0.5651 -0.9442 -0.155 0.157 -0.198 0.15
```
Positions in Å, forces in eV/Å.

Values from the calculation:
ΔE to the lowest compared entry with this formula, charge and spin in kJ/mol: 12.83
Multiplicity: 1
Gap between HOMO and LUMO in eV: 8.642
LUMO in Ha: -0.1398
DFT total energy in eV: -18800.52724
HOMO energy in hartree: -0.4574
Net charge: +1

=====

Below is 2 unconnected molecules or ions with the total composition C6H16O, with properties calculated with wB97M-V/def2-TZVPD.

XYZ file:
```
23
Properties=species:S:1:pos:R:3:forces:R:3:nbo_charge:R:1
C 1.0484 -1.5195 -0.8632 0.147 0.684 0.303 -0.60
C 0.1287 -1.8074 0.3423 1.459 0.340 -1.021 -0.41
C -1.3283 -1.5425 0.0677 -1.228 -0.241 0.609 -0.41
C -1.6801 -0.2455 -0.6543 -0.631 -0.850 -1.358 -0.41
C -1.3969 1.0617 0.0386 0.150 0.455 0.648 -0.40
C -1.9065 1.1039 1.4774 0.706 -0.247 0.556 -0.61
H 1.0055 -2.2955 -1.6113 0.028 -0.133 -0.380 0.20
H 2.0857 -1.3601 -0.5411 -0.096 -0.570 0.054 0.20
H 0.8119 -0.5507 -1.2981 -0.261 -0.060 -0.337 0.20
H 0.5375 -1.1187 1.0712 -0.354 -0.022 0.782 0.19
H 0.3887 -2.8303 0.6199 -0.545 0.040 0.493 0.21
H -1.9335 -1.5684 0.9758 0.389 0.194 0.552 0.20
H -1.8432 -2.3633 -0.4342 0.530 -0.157 -0.665 0.21
H -1.2638 -0.3096 -1.6627 0.535 0.419 0.062 0.20
H -2.7337 -0.3440 -0.9439 -0.228 0.304 0.591 0.21
H -1.8398 1.9181 -0.4740 0.061 -0.193 -0.386 0.21
H -0.3138 1.2523 0.0841 -0.154 -0.054 -0.145 0.19
H -2.9699 0.8902 1.6007 0.005 0.172 -0.187 0.20
H -1.3626 0.3605 2.0675 -0.154 -0.118 0.026 0.20
H -1.6403 2.0505 1.9594 -0.352 0.043 -0.194 0.21
H 3.6118 2.9161 0.0850 0.222 0.149 -0.083 0.47
H 3.8721 1.5682 -0.5280 0.445 0.504 -0.099 0.47
O 4.2665 2.4588 -0.4588 -0.675 -0.659 0.179 -0.93
```
Positions in Å, forces in eV/Å.

Values from the calculation:
SMILES: CCCCCC.O
ΔE to the lowest compared entry with this formula, charge and spin in kJ/mol: 51.64
Multiplicity: 1
Gap between HOMO and LUMO in eV: 11.438
LUMO in Ha: 0.0214
DFT total energy in eV: -8528.69796
HOMO energy in hartree: -0.3989
Net charge: 0

=====

Below is 3 unconnected molecules or ions with the total composition C6H16O2, with properties calculated with wB97M-V/def2-TZVPD.

XYZ file:
```
24
Properties=species:S:1:pos:R:3:forces:R:3:nbo_charge:R:1
C -0.5444 -0.1875 -2.4696 -0.415 0.156 0.184 -0.60
C -0.9717 0.6347 -1.2466 0.020 -0.220 -0.164 -0.56
C -0.1760 0.3571 -0.0083 0.764 -0.329 -0.175 0.07
C 0.5256 1.3348 0.5542 -0.496 1.048 0.945 -0.56
C -0.1915 -1.0415 0.5434 -0.499 0.170 -0.747 -0.49
C 0.7347 -1.2993 1.7184 -0.319 -0.206 -0.693 -0.62
H 0.4686 0.0154 -2.8001 0.189 0.043 0.031 0.20
H -0.6543 -1.2488 -2.2773 0.129 -0.232 0.034 0.19
H -1.2407 0.0390 -3.2713 -0.004 0.093 -0.337 0.20
H -2.0284 0.4088 -1.0809 -0.100 0.074 0.253 0.19
H -0.8888 1.6974 -1.4738 -0.099 0.017 -0.036 0.20
H 0.2975 2.3756 0.3355 0.274 -0.073 -0.636 0.19
H 1.0371 1.2632 1.5056 0.155 -0.493 -0.042 0.19
H -1.2306 -1.1904 0.8306 -0.238 -0.028 0.361 0.24
H -0.0847 -1.7322 -0.3034 0.497 -0.112 0.289 0.19
H 0.4508 -0.6392 2.5250 -0.032 0.086 0.351 0.23
H 0.6340 -2.3386 2.0350 0.135 0.050 0.114 0.20
H 1.7588 -1.0916 1.4199 0.257 -0.082 0.138 0.19
H 3.9899 0.2608 -1.1257 -0.239 -0.278 -0.215 0.45
H 2.5281 0.4267 -0.7900 -0.116 -0.431 -0.348 0.49
O 3.1227 -0.1105 -1.3545 0.202 0.719 0.595 -0.96
H -2.9638 0.2640 2.7143 0.131 -0.024 0.106 0.36
H -2.4521 1.2283 1.6871 0.181 0.076 -0.003 0.36
O -2.1207 0.5736 2.3324 -0.377 -0.026 -0.004 -1.37
```
Positions in Å, forces in eV/Å.

Values from the calculation:
Expectation value of S²: 0.75
ΔE to the lowest compared entry with this formula, charge and spin in kJ/mol: 29.05
Multiplicity: 2
Gap between HOMO and LUMO (alpha / beta) in eV: 2.358 / 9.153
LUMO (alpha / beta) in Ha: 0.1190 / 0.1151
DFT total energy in eV: -10575.01029
HOMO energy (alpha / beta) in hartree: 0.0323 / -0.2213
Net charge: -1